# C36H117N5O20

20 unconnected molecules or ions with the total composition C36H117N5O20 (wB97M-V/def2-TZVPD, OMol25).

Results
LUMO level: 0.11 eV
frontier orbital gap: 8.63 eV
E_tot: -3220.085942 a.u.

Each line ends with the Löwdin charge.
Positions of all 178 atoms, in Å:
C -5.217 -1.824 -0.470  -0.070
C -6.492 -1.037 -0.791  -0.309
O -6.102 0.071 -1.532  -0.109
H -4.716 -2.281 -1.323  0.078
H -5.625 -2.734 -0.028  0.070
H -4.590 -1.257 0.218  0.060
H -6.932 -0.581 0.096  0.103
H -7.300 -1.506 -1.352  0.119
H -5.462 0.548 -0.999  0.009
C 2.992 3.902 -0.421  -0.065
C 1.464 3.938 -0.196  -0.270
O 0.619 3.291 -1.132  -0.100
H 3.617 4.511 0.232  0.076
H 3.250 4.155 -1.450  0.079
H 3.491 2.955 -0.216  0.065
H 1.343 5.021 -0.195  0.107
H 1.222 3.536 0.787  0.098
H 0.338 4.006 -1.708  0.039
C 0.541 -1.537 5.967  -0.076
C -0.571 -2.058 6.851  -0.303
O -1.688 -2.570 6.113  -0.118
H 0.299 -1.115 4.991  0.071
H 1.186 -2.376 5.705  0.050
H 1.181 -0.852 6.523  0.080
H -0.965 -1.318 7.548  0.108
H -0.295 -2.857 7.539  0.103
H -1.404 -3.243 5.489  0.008
C -4.449 -1.206 3.280  -0.077
C -4.976 -0.855 4.687  -0.294
O -4.978 0.545 4.882  -0.083
H -5.152 -0.892 2.508  0.050
H -4.546 -2.289 3.198  0.072
H -3.395 -0.984 3.116  0.068
H -4.488 -1.542 5.379  0.111
H -6.037 -1.092 4.761  0.109
H -5.817 0.948 4.648  0.093
C 2.127 6.035 3.124  -0.095
C 1.430 4.748 3.372  -0.337
O 0.198 4.856 2.662  -0.107
H 2.360 6.390 2.119  0.069
H 3.083 5.793 3.589  0.071
H 1.757 6.908 3.661  0.076
H 1.371 4.443 4.417  0.113
H 1.954 3.846 3.054  0.102
H -0.163 3.967 2.694  0.015
C 1.803 1.335 -4.259  -0.048
C 2.043 0.487 -3.036  -0.304
O 2.426 1.270 -1.969  -0.120
H 2.672 1.880 -4.629  0.087
H 0.953 2.016 -4.225  0.059
H 1.519 0.713 -5.109  0.076
H 2.781 -0.313 -3.093  0.099
H 1.090 0.142 -2.637  0.105
H 1.727 1.906 -1.797  0.049
C 5.050 -2.077 4.134  -0.060
C 4.733 -1.284 2.789  -0.305
O 4.505 -2.186 1.757  -0.103
H 5.869 -2.765 3.923  0.068
H 4.161 -2.598 4.489  0.047
H 5.371 -1.396 4.922  0.062
H 5.592 -0.684 2.488  0.105
H 3.869 -0.626 2.883  0.101
H 3.959 -1.798 1.069  0.033
C -0.263 -3.519 0.633  -0.080
C -1.104 -2.385 -0.051  -0.257
O -0.209 -1.635 -0.857  -0.132
H 0.329 -4.207 0.030  0.065
H -1.056 -4.077 1.131  0.060
H 0.498 -3.154 1.323  0.067
H -1.431 -1.847 0.838  0.103
H -1.996 -2.756 -0.556  0.098
H 0.044 -2.169 -1.614  0.013
C 0.316 -3.683 -5.101  -0.034
C 0.383 -3.973 -3.604  -0.457
C 1.706 -3.375 -2.972  -0.110
O 2.922 -3.744 -3.729  -0.240
C 3.236 -5.098 -3.685  -0.122
N -0.619 -3.349 -2.943  0.043
H 0.274 -2.612 -5.299  0.087
H -0.442 -4.202 -5.689  0.083
H 1.209 -4.098 -5.569  0.071
H 0.358 -5.056 -3.488  0.139
H 1.698 -3.563 -1.899  0.113
H 1.697 -2.285 -2.989  0.104
H 2.485 -5.798 -4.051  0.086
H 3.489 -5.329 -2.650  0.090
H 4.177 -5.136 -4.235  0.091
H -1.319 -4.060 -2.788  0.116
H -1.030 -2.685 -3.583  0.045
C -1.662 6.190 -0.084  -0.053
C -3.092 6.771 0.284  -0.400
C -4.223 5.892 -0.345  -0.175
O -5.525 6.521 -0.428  -0.188
C -6.533 5.785 -1.092  -0.116
N -3.140 6.766 1.719  0.024
H -1.699 6.161 -1.173  0.043
H -1.598 5.176 0.311  0.066
H -0.845 6.792 0.313  0.082
H -3.066 7.845 0.096  0.139
H -4.320 4.904 0.104  0.097
H -3.862 5.665 -1.348  0.101
H -7.157 5.272 -0.360  0.084
H -6.183 5.122 -1.883  0.077
H -7.098 6.546 -1.629  0.086
H -3.392 5.836 2.022  0.070
H -3.905 7.388 1.940  0.070
C 6.343 -0.233 -5.699  -0.051
C 5.607 -1.595 -5.418  -0.395
C 5.874 -1.935 -3.958  -0.190
O 5.168 -1.108 -2.974  -0.242
C 5.094 -1.829 -1.695  -0.036
N 4.169 -1.359 -5.513  0.057
H 7.397 -0.364 -5.452  0.067
H 6.045 0.512 -4.961  0.068
H 6.211 0.004 -6.755  0.071
H 6.023 -2.375 -6.054  0.139
H 6.944 -2.026 -3.774  0.125
H 5.429 -2.929 -3.927  0.097
H 4.567 -1.159 -1.015  0.067
H 6.088 -2.097 -1.338  0.098
H 4.440 -2.687 -1.853  0.078
H 3.744 -2.246 -5.283  0.047
H 3.758 -0.663 -4.907  0.046
C 0.092 -5.939 5.382  -0.062
C 0.446 -5.037 4.210  -0.401
C 0.923 -5.891 3.064  -0.170
O 1.819 -5.337 2.056  -0.203
C 3.125 -5.102 2.444  -0.124
N -0.736 -4.224 3.852  0.051
H -0.514 -6.826 5.196  0.081
H -0.341 -5.422 6.238  0.074
H 0.929 -6.533 5.750  0.079
H 1.238 -4.359 4.529  0.129
H 0.084 -6.128 2.410  0.122
H 1.344 -6.843 3.388  0.122
H 3.840 -5.157 1.623  0.092
H 3.392 -5.781 3.253  0.091
H 3.262 -4.076 2.786  0.056
H -0.519 -3.461 3.227  0.061
H -1.395 -4.857 3.420  0.084
C -2.052 2.628 -3.861  -0.045
C -2.656 1.764 -2.787  -0.400
C -3.351 2.519 -1.580  -0.143
O -3.914 1.582 -0.688  -0.230
C -4.734 2.043 0.431  -0.052
N -3.660 0.890 -3.303  0.037
H -2.749 3.410 -4.163  0.085
H -1.783 2.090 -4.770  0.088
H -1.115 3.061 -3.511  0.052
H -1.840 1.111 -2.477  0.119
H -4.246 3.072 -1.866  0.125
H -2.575 3.095 -1.074  0.119
H -4.170 2.608 1.173  0.092
H -5.263 1.191 0.856  0.074
H -5.559 2.719 0.205  0.085
H -4.354 0.706 -2.593  0.053
H -4.199 1.316 -4.044  0.101
O -1.942 0.838 5.020  -0.024
H -1.684 -0.080 4.934  0.026
H -2.897 0.825 4.957  0.019
O 0.028 0.789 0.452  -0.032
H -0.017 0.077 -0.186  -0.010
H -0.050 1.586 -0.072  0.014
O -0.061 5.545 -2.929  -0.037
H -0.660 5.980 -3.535  0.055
H 0.692 6.133 -2.871  0.059
O 5.217 1.561 -2.360  -0.058
H 4.292 1.743 -2.193  -0.018
H 5.267 0.607 -2.421  -0.021
O 2.616 -0.419 0.307  -0.045
H 2.219 0.096 -0.396  -0.004
H 1.943 -0.456 0.987  0.033
O -2.039 -1.152 -3.989  -0.067
H -2.813 -0.600 -4.102  0.001
H -1.598 -0.792 -3.220  0.009
O -0.716 2.217 3.149  -0.044
H -1.414 1.885 3.713  -0.009
H -0.691 1.606 2.412  0.009

---

# C36H18Cl3F5N4O5SSeY

A molecular structure, C36H18Cl3F5N4O5SSeY (wB97M-V/def2-TZVPD, OMol25).

Results
charge: -1
LUMO level: 2.21 eV
frontier orbital gap: 7.05 eV
E_tot: -6695.993920 a.u.

Each line ends with the Löwdin charge.
Positions of all 74 atoms, in Å:
Y 0.104 -0.321 -0.635  1.366
C -2.513 -3.579 -2.870  -0.060
C -1.930 -4.763 -2.450  -0.068
C -0.727 -4.715 -1.775  -0.024
C -0.132 -3.481 -1.506  -0.247
N -0.718 -2.342 -1.902  0.023
C -1.868 -2.394 -2.569  -0.129
C 1.134 -3.366 -0.747  -0.237
C 1.976 -4.477 -0.673  -0.062
C 3.122 -4.454 0.100  -0.108
C 3.443 -3.293 0.781  -0.107
C 2.645 -2.165 0.631  -0.132
C 1.462 -2.136 -0.120  -0.208
H -3.459 -3.565 -3.392  0.107
H -2.414 -5.714 -2.637  0.105
H -0.272 -5.628 -1.423  0.102
H -2.286 -1.445 -2.885  0.104
H 1.755 -5.365 -1.254  0.094
H 3.763 -5.325 0.161  0.091
H 4.325 -3.254 1.411  0.091
H 2.989 -1.273 1.143  0.068
O -2.451 1.036 -3.657  0.045
C -1.599 1.119 -2.784  -0.611
O -0.591 0.355 -2.616  -0.218
C -1.635 2.322 -1.837  -0.164
C -2.320 3.481 -2.260  0.010
C -2.155 4.639 -1.563  -0.003
C -1.325 4.635 -0.419  -0.153
C -1.021 5.807 0.309  -0.046
C -0.168 5.762 1.375  -0.088
C 0.357 4.528 1.808  -0.063
C 0.047 3.374 1.147  -0.009
C -0.758 3.400 -0.013  -0.196
N -0.911 2.262 -0.742  0.117
H -2.920 3.408 -3.156  0.114
H -2.617 5.566 -1.882  0.113
H -1.456 6.746 -0.014  0.107
H 0.098 6.672 1.896  0.098
H 1.018 4.498 2.665  0.104
H 0.393 2.415 1.496  0.080
O -0.894 0.430 1.665  -0.028
C -1.773 -0.429 1.512  -0.533
N -1.988 -1.015 0.337  -0.120
S -3.147 -2.172 0.442  0.657
O -4.269 -1.876 -0.401  -0.288
O -2.582 -3.489 0.334  -0.274
C -3.525 -1.886 2.175  -0.190
C -4.387 -2.519 3.044  -0.035
C -4.348 -2.147 4.383  -0.074
C -3.469 -1.163 4.826  -0.071
C -2.611 -0.528 3.940  0.005
C -2.648 -0.913 2.612  -0.130
H -5.060 -3.287 2.687  0.119
H -4.998 -2.642 5.092  0.102
H -3.447 -0.908 5.877  0.102
H -1.917 0.236 4.260  0.123
F 5.088 2.809 3.899  0.102
C 4.479 2.508 2.744  -0.149
C 4.951 3.026 1.547  -0.148
F 6.025 3.829 1.563  0.103
C 4.318 2.721 0.358  -0.259
F 4.792 3.252 -0.774  0.068
C 3.204 1.879 0.299  -0.532
Se 2.334 1.486 -1.314  0.692
C 2.773 1.372 1.521  -0.276
F 1.703 0.550 1.541  -0.006
C 3.374 1.676 2.727  -0.150
F 2.889 1.180 3.872  0.111
Cl 1.584 1.583 -4.998  0.623
C 2.530 0.097 -4.933  -1.598
Cl 2.318 -0.819 -6.441  0.598
Cl 4.249 0.499 -4.725  0.598
C 2.133 -0.775 -3.827  -0.400
N 1.931 -1.535 -2.986  0.252